No. 1
115
Properties=species:S:1:pos:R:3:lowdin_spin:R:1 method="wB97M-V/def2-TZVPD" e_tot_ev=-685915.2884 max_force_ha_per_bohr=0.0912 homo_energy_ev="-12.583 / -12.583" spin_multiplicity=3 lumo_energy_ev="-7.50 / -10.64" total_charge=+2 homo_lumo_gap_ev="5.08 / 1.94"
C 4.322 1.979 -3.797 0.00
C 4.131 3.514 -3.885 0.00
C 2.668 3.802 -4.257 0.00
C 1.645 3.591 -3.142 0.00
C 2.001 4.402 -1.907 0.00
C 3.433 4.193 -1.350 0.00
N 4.438 4.133 -2.523 0.00
O 5.609 4.252 -2.265 0.00
C 3.562 2.898 -0.563 0.00
C 3.724 5.470 -0.574 0.00
C 4.996 4.105 -5.016 0.00
H 3.607 1.577 -3.076 0.00
H 5.287 1.688 -3.377 0.00
H 4.188 1.322 -4.655 0.00
H 2.363 3.200 -5.111 0.00
H 2.623 4.850 -4.564 0.00
H 1.583 2.524 -2.909 0.00
H 0.631 3.889 -3.410 0.00
H 1.279 4.289 -1.100 0.00
H 1.935 5.437 -2.253 0.00
H 4.606 2.751 -0.279 0.00
H 3.049 2.049 -1.009 0.00
H 3.108 3.060 0.415 0.00
H 4.653 5.462 -0.005 0.00
H 2.909 5.802 0.068 0.00
H 3.787 6.252 -1.335 0.00
H 4.689 3.777 -6.009 0.00
H 6.043 3.807 -4.964 0.00
H 4.944 5.194 -5.039 0.00
Ni 1.633 -2.323 -0.665 0.96
N 0.711 -0.879 0.271 0.01
S 0.545 -0.614 1.809 0.00
O -0.771 -0.608 2.359 0.00
O 1.566 0.210 2.362 0.00
F 1.064 -2.100 2.180 0.00
S -0.369 0.402 -0.224 0.00
O -0.014 1.687 0.293 0.00
O -1.744 0.039 -0.234 0.00
F 0.105 0.479 -1.736 0.00
C 3.786 -3.979 3.313 0.00
N 3.330 -3.479 4.624 0.00
O 3.000 -2.325 4.737 0.00
O 3.335 -4.305 5.532 0.00
H 2.892 -4.086 2.696 0.00
H 4.198 -4.978 3.415 0.00
H 4.437 -3.256 2.828 0.00
C 0.601 0.327 5.875 0.00
N -0.416 -0.711 6.152 0.00
O -0.340 -1.302 7.206 0.00
O -1.254 -0.936 5.291 0.04
H 0.561 1.010 6.723 0.00
H 0.363 0.842 4.950 0.00
H 1.596 -0.111 5.890 0.00
Br -2.902 -1.687 -4.332 0.00
C -1.020 -1.674 -5.004 0.00
C -0.478 -0.271 -5.139 0.00
Br 1.435 -0.387 -5.589 0.00
H -1.076 -2.118 -5.996 0.00
H -0.364 -2.320 -4.423 0.00
H -0.609 0.312 -4.230 0.00
H -0.939 0.260 -5.967 0.00
Br -0.426 -6.564 3.697 0.21
C -0.219 -5.239 5.178 0.00
C -0.483 -3.815 4.696 0.02
Br -2.305 -3.670 3.918 0.70
H 0.811 -5.270 5.533 0.00
H -0.844 -5.615 5.984 0.00
H 0.247 -3.453 3.976 0.00
H -0.325 -3.165 5.561 0.01
Br 4.069 1.717 4.917 0.00
C 3.680 2.814 3.313 0.00
C 2.312 3.444 3.589 0.00
Br 1.711 4.675 2.136 0.00
H 3.641 2.075 2.515 0.00
H 4.403 3.550 2.962 0.00
H 2.210 3.986 4.525 0.00
H 1.639 2.592 3.659 0.00
Br -1.181 2.448 3.487 0.00
C -2.025 3.539 2.120 0.00
C -3.452 3.062 1.844 0.00
Br -4.420 4.453 0.817 0.00
H -1.399 3.486 1.234 0.00
H -2.073 4.590 2.400 0.00
H -4.059 2.843 2.718 0.00
H -3.480 2.185 1.199 0.00
C -9.020 -2.432 -3.590 0.00
C -7.575 -2.403 -3.192 0.00
O -7.287 -1.331 -2.311 0.00
C -5.913 -1.249 -1.998 0.00
C -5.707 -0.130 -0.973 0.00
H -9.231 -3.124 -4.408 0.00
H -9.703 -2.731 -2.797 0.00
H -9.248 -1.478 -4.069 0.00
H -7.309 -3.362 -2.730 0.00
H -6.912 -2.346 -4.063 0.00
H -5.520 -2.178 -1.571 0.00
H -5.334 -0.992 -2.891 0.00
H -4.625 0.046 -0.939 0.00
H -6.046 -0.362 0.033 0.00
H -6.043 0.829 -1.367 0.00
C -2.511 -2.838 -0.340 0.00
C -1.331 -3.317 -1.156 0.00
O -0.141 -3.426 -0.326 0.02
C -0.242 -4.386 0.744 0.00
C -0.412 -5.784 0.133 0.00
H -3.179 -2.161 -0.870 0.00
H -3.128 -3.679 -0.016 0.00
H -2.180 -2.282 0.538 0.00
H -1.523 -4.203 -1.759 0.00
H -0.959 -2.563 -1.853 0.00
H 0.686 -4.364 1.314 0.00
H -1.016 -4.260 1.503 0.00
H 0.466 -5.982 -0.484 0.00
H -1.273 -5.995 -0.501 0.00
H -0.496 -6.575 0.881 0.00

***

No. 2
94
Properties=species:S:1:pos:R:3:lowdin_charge:R:1 method="wB97M-V/def2-TZVPD" e_tot_ev=-121848.7682 max_force_ha_per_bohr=0.0227 homo_energy_ev=-3.591 lumo_energy_ev=1.08 total_charge=-1 homo_lumo_gap_ev=4.67
C -4.218 5.873 4.715 -0.11
C -3.158 5.583 3.617 -0.25
C -3.720 4.709 2.491 -0.23
C -3.695 3.222 2.867 -0.22
C -2.287 2.618 2.749 -0.21
C -2.291 1.083 2.865 -0.21
C -1.508 0.569 4.068 -0.20
C -0.018 0.947 4.097 -0.21
C 0.666 1.034 2.737 -0.22
C 2.082 1.603 2.863 -0.22
C 2.978 1.280 1.667 -0.22
C 2.520 1.950 0.363 -0.20
C 3.021 1.199 -0.896 -0.19
C 3.798 2.072 -1.903 -0.21
C 3.045 2.344 -3.204 -0.22
C 3.295 1.285 -4.292 -0.21
C 2.130 1.243 -5.284 -0.21
C 2.484 0.606 -6.623 -0.20
C 3.272 1.534 -7.545 -0.16
C 2.479 2.736 -8.065 -0.16
O 1.081 2.448 -8.218 0.00
C 0.730 1.885 -9.377 -0.66
O 1.289 2.029 -10.441 0.09
N -0.488 1.114 -9.211 -0.36
Br -0.122 -0.702 -9.489 0.71
H -4.405 6.938 4.817 0.06
H -3.894 5.485 5.678 0.06
H -5.154 5.378 4.461 0.06
H -2.818 6.535 3.209 0.09
H -2.305 5.108 4.095 0.09
H -3.073 4.833 1.620 0.10
H -4.728 5.037 2.242 0.10
H -4.045 3.088 3.893 0.11
H -4.349 2.660 2.200 0.11
H -1.872 2.962 1.801 0.11
H -1.664 3.036 3.541 0.10
H -1.907 0.642 1.946 0.10
H -3.325 0.751 2.965 0.11
H -1.983 0.990 4.960 0.11
H -1.601 -0.513 4.162 0.09
H 0.527 0.194 4.669 0.10
H 0.136 1.890 4.628 0.10
H 0.729 0.037 2.293 0.12
H 0.113 1.658 2.038 0.09
H 2.536 1.212 3.777 0.11
H 2.031 2.688 3.007 0.11
H 4.005 1.573 1.891 0.11
H 2.968 0.196 1.538 0.11
H 2.911 2.967 0.375 0.10
H 1.433 1.992 0.348 0.10
H 3.690 0.418 -0.538 0.10
H 2.177 0.698 -1.371 0.11
H 4.021 3.027 -1.427 0.10
H 4.764 1.608 -2.105 0.11
H 3.365 3.315 -3.596 0.11
H 1.975 2.440 -3.017 0.11
H 4.234 1.510 -4.798 0.11
H 3.383 0.329 -3.775 0.12
H 1.335 0.653 -4.824 0.12
H 1.713 2.245 -5.410 0.11
H 1.608 0.207 -7.132 0.07
H 3.119 -0.262 -6.427 0.12
H 3.760 0.993 -8.355 0.11
H 4.087 1.961 -6.953 0.11
H 2.915 3.119 -8.983 0.12
H 2.535 3.537 -7.332 0.12
H -1.073 1.379 -9.997 0.05
C 0.645 -3.446 4.125 -0.20
Si -0.706 -4.157 2.999 0.20
C -0.844 -2.953 1.535 -0.19
C -2.330 -4.020 3.975 -0.20
N -0.286 -5.718 2.572 -0.24
Si -1.163 -6.753 1.588 0.20
C -1.414 -6.123 -0.186 -0.21
C -2.885 -7.197 2.255 -0.21
C -0.221 -8.391 1.434 -0.22
H 0.416 -2.416 4.434 -0.01
H 0.744 -4.056 5.026 0.01
H 1.605 -3.439 3.605 0.01
H -0.883 -1.909 1.878 -0.01
H -1.750 -3.134 0.950 0.01
H 0.020 -3.059 0.876 0.02
H -2.352 -4.761 4.776 0.02
H -3.198 -4.180 3.331 0.00
H -2.442 -3.027 4.430 0.00
H -2.152 -5.317 -0.224 0.00
H -1.772 -6.923 -0.846 0.01
H -0.472 -5.748 -0.590 0.01
H -2.822 -7.470 3.310 0.01
H -3.316 -8.047 1.710 0.01
H -3.580 -6.360 2.155 0.00
H -0.086 -8.841 2.420 0.01
H 0.764 -8.219 0.995 0.01
H -0.758 -9.109 0.801 0.01

***

No. 3
106
Properties=species:S:1:pos:R:3:lowdin_spin:R:1 method="wB97M-V/def2-TZVPD" e_tot_ev=-92684.4016 max_force_ha_per_bohr=0.1005 homo_energy_ev="-3.436 / -3.436" spin_multiplicity=6 lumo_energy_ev="-0.30 / -0.30" total_charge=0 homo_lumo_gap_ev="3.14 / 3.14"
Mn -6.023 4.099 16.614 4.69
C -6.362 0.064 24.128 0.00
C -7.596 0.097 23.130 0.00
C -7.260 1.201 22.116 0.00
C -8.293 1.273 20.990 0.00
C -8.465 -0.162 20.371 0.00
C -8.860 -1.274 21.405 0.00
N -7.839 -1.217 22.462 0.00
O -7.839 -2.383 23.341 0.00
C -8.757 -2.536 20.537 0.00
C -10.344 -1.104 21.885 0.00
C -8.807 0.677 23.939 0.00
H -6.369 0.869 24.863 0.00
H -5.464 0.025 23.512 0.00
H -6.247 -0.841 24.725 0.00
H -6.273 1.073 21.670 0.00
H -7.198 2.165 22.620 0.00
H -7.938 1.982 20.243 0.00
H -9.297 1.575 21.289 0.00
H -7.490 -0.517 20.035 0.00
H -9.061 -0.192 19.459 0.00
H -9.484 -2.522 19.724 0.00
H -8.922 -3.454 21.101 0.00
H -7.776 -2.726 20.102 0.00
H -10.505 -1.286 22.948 0.00
H -11.011 -1.822 21.409 0.00
H -10.729 -0.119 21.620 0.00
H -9.792 0.840 23.501 0.00
H -8.652 1.584 24.523 0.00
H -9.011 0.000 24.768 0.00
N -3.290 5.627 16.846 0.01
O -4.054 4.914 16.267 0.03
O -3.727 6.602 17.400 0.00
O -2.075 5.453 16.849 0.01
C -8.478 7.512 16.654 0.00
C -7.002 7.160 16.664 0.01
O -6.656 5.992 16.554 0.04
N -6.052 8.071 16.766 0.01
C -6.343 9.492 16.972 0.00
H -8.757 7.990 17.592 0.00
H -9.070 6.598 16.604 0.00
H -8.677 8.152 15.794 0.00
H -5.106 7.749 16.915 0.00
H -6.486 9.887 15.966 0.00
H -5.446 9.887 17.451 0.00
H -7.176 9.660 17.655 0.00
C -7.159 5.593 20.292 0.00
C -5.995 4.703 19.898 0.01
O -5.969 4.297 18.749 0.04
N -5.007 4.473 20.807 0.00
C -3.881 3.621 20.556 0.00
H -6.952 6.441 20.944 0.00
H -7.791 4.966 20.920 0.00
H -7.676 6.022 19.433 0.00
H -4.987 5.041 21.642 0.00
H -3.024 4.184 20.924 0.00
H -3.658 3.376 19.517 0.00
H -4.008 2.726 21.165 0.00
C -9.391 2.168 15.193 0.00
C -9.089 2.985 16.410 0.01
O -8.021 3.451 16.725 0.03
N -10.167 3.025 17.228 0.00
C -10.338 3.627 18.555 0.00
H -8.545 2.354 14.531 0.00
H -10.371 2.459 14.816 0.00
H -9.521 1.106 15.399 0.00
H -11.036 2.625 16.905 0.00
H -9.429 4.134 18.878 0.00
H -10.640 2.852 19.260 0.00
H -11.170 4.331 18.557 0.00
C -6.017 0.120 17.656 0.00
C -4.956 1.136 17.317 0.01
O -5.236 2.212 16.839 0.04
N -3.696 0.741 17.520 0.01
C -2.554 1.597 17.195 0.00
H -5.722 -0.394 18.571 0.00
H -5.964 -0.592 16.832 0.00
H -7.019 0.548 17.687 0.00
H -3.481 -0.176 17.884 0.00
H -1.613 1.274 17.641 0.00
H -2.785 2.648 17.367 0.00
H -2.295 1.510 16.140 0.00
C -3.580 7.302 9.949 0.00
C -4.058 7.740 11.361 0.00
O -5.088 8.434 11.512 0.00
N -3.531 7.223 12.434 0.00
C -3.993 7.499 13.850 0.00
H -4.434 7.290 9.271 0.00
H -3.002 6.378 9.948 0.00
H -2.920 8.018 9.459 0.00
H -2.632 6.776 12.324 0.00
H -4.472 8.463 14.020 0.00
H -3.139 7.436 14.525 0.00
H -4.621 6.692 14.227 0.00
C -5.174 3.497 12.536 0.00
C -6.358 3.918 13.331 0.01
O -6.338 4.026 14.540 0.04
N -7.383 4.412 12.548 0.00
C -8.521 5.208 13.040 0.00
H -4.612 2.608 12.823 0.00
H -4.455 4.315 12.598 0.00
H -5.406 3.379 11.478 0.00
H -7.229 4.447 11.551 0.00
H -8.901 4.812 13.982 0.00
H -9.350 5.237 12.334 0.00
H -8.231 6.255 13.135 0.00